Below is one molecule with the formula C18H16IN5O4S at a distorted geometry, with properties calculated with ωB97M-V with the def2-TZVPD basis set.

Properties
SMILES = CN(C)/C=N/N=C/c1cn(S(=O)(=O)c2ccc(I)cc2)c2cccc([N+](=O)[O-])c12
highest occupied orbital energy = -7.662 eV

CARTESIAN COORDINATES (ANGSTROEM)
C1 -4.00 5.02 -0.06
N1 -3.94 4.19 1.16
C2 -4.59 4.54 2.45
C3 -3.19 3.02 1.19
N2 -2.66 2.53 0.10
N3 -2.04 1.33 0.20
C4 -1.28 1.06 -0.82
C5 -0.52 -0.19 -0.95
C6 -0.45 -1.13 0.06
N4 0.36 -2.17 -0.38
S1 0.80 -3.55 0.63
O1 -0.31 -3.88 1.52
O2 1.15 -4.68 -0.22
C7 2.27 -3.07 1.62
C8 3.09 -2.01 1.23
C9 4.25 -1.70 1.94
C10 4.55 -2.39 3.13
I1 6.32 -1.76 4.40
C11 3.72 -3.45 3.51
C12 2.59 -3.82 2.77
C13 0.81 -1.86 -1.71
C14 1.64 -2.56 -2.61
C15 1.97 -1.95 -3.81
C16 1.38 -0.76 -4.23
C17 0.49 -0.07 -3.38
N5 -0.13 1.12 -3.79
O3 0.62 2.11 -3.88
O4 -1.33 1.05 -3.99
C18 0.27 -0.63 -2.11
H1 -3.01 5.31 -0.38
H2 -4.59 5.92 0.09
H3 -4.45 4.50 -0.93
H4 -5.37 3.80 2.68
H5 -5.09 5.55 2.35
H6 -3.91 4.59 3.32
H7 -3.16 2.50 2.13
H8 -1.15 1.77 -1.60
H9 -1.03 -1.06 0.99
H10 2.89 -1.40 0.34
H11 4.86 -0.89 1.56
H12 3.95 -3.97 4.44
H13 1.95 -4.64 3.14
H14 2.03 -3.51 -2.36
H15 2.63 -2.48 -4.51
H16 1.58 -0.30 -5.23



Below is one molecule with the formula C18H16N2O4, with properties calculated with ωB97M-V with the def2-TZVPD basis set.

Properties
ΔE to the lowest compared entry with this formula, charge and spin = 98.0 kJ/mol
SMILES = Cc1nn(-c2cccc(C(=O)O)c2)c(C)c1Oc1ccccc1O
highest occupied orbital energy = -8.366 eV

CARTESIAN COORDINATES (ANGSTROEM)
C1 -2.07 2.90 1.15
C2 -1.30 1.71 0.73
N1 -1.16 1.34 -0.52
N2 -0.41 0.24 -0.54
C3 -0.09 -0.35 -1.77
C4 1.15 -0.94 -2.01
C5 1.42 -1.50 -3.24
C6 0.47 -1.46 -4.25
C7 -0.76 -0.84 -4.03
C8 -1.74 -0.80 -5.13
O1 -1.55 -1.26 -6.23
O2 -2.89 -0.20 -4.80
C9 -1.04 -0.29 -2.79
C10 -0.06 -0.16 0.72
C11 0.68 -1.41 1.05
C12 -0.62 0.79 1.57
O3 -0.61 0.86 2.94
C13 0.49 0.36 3.61
C14 0.27 -0.47 4.69
C15 1.34 -0.96 5.42
C16 2.63 -0.62 5.07
C17 2.86 0.23 4.00
C18 1.80 0.74 3.27
O4 2.08 1.60 2.25
H1 -2.46 3.41 0.27
H2 -1.44 3.59 1.72
H3 -2.90 2.60 1.79
H4 1.91 -0.93 -1.24
H5 2.38 -1.96 -3.42
H6 0.67 -1.90 -5.22
H7 -3.49 -0.19 -5.57
H8 -1.98 0.21 -2.60
H9 1.75 -1.23 1.13
H10 0.50 -2.16 0.28
H11 0.34 -1.79 2.01
H12 -0.74 -0.73 4.94
H13 1.16 -1.61 6.26
H14 3.47 -1.01 5.63
H15 3.86 0.52 3.72
H16 1.26 1.96 1.89



Number 1: frontier orbital gap 7.3 eV, E_tot -53495.678 eV. Number 2: frontier orbital gap 8.7 eV, E_tot -30096.024 eV.